(1)
Density functional theory data (wB97M-V/def2-TZVPD) for a molecular structure, C9H9Br2NO2 in a non-equilibrium geometry.

```
23
Properties=species:S:1:pos:R:3
C -0.34 -2.24 0.10
C -0.41 -1.89 -1.21
C 1.86 -0.35 -0.90
C -1.10 0.96 0.87
C -0.08 -1.30 1.20
C 0.48 0.15 -0.67
C -0.17 -3.30 -0.89
C 2.44 -0.17 -2.26
C -2.27 0.39 1.63
N -0.11 0.01 0.54
O 2.42 -0.90 0.03
O -1.01 2.08 0.39
Br 1.63 -4.12 -0.88
Br -1.48 -4.53 -1.23
H -0.87 -1.24 2.01
H 0.88 -1.48 1.60
H 0.02 0.90 -1.42
H 3.32 -0.75 -2.29
H 2.83 0.77 -2.50
H 1.84 -0.52 -3.02
H -2.15 0.05 2.65
H -2.51 -0.38 1.03
H -2.98 1.25 1.63
```

Computed properties:
E_tot ... -155143.01462 eV
HOMO energy (spin up / spin down) ... -9.05 / -9.05 eV
ΔE to the lowest compared entry with this formula, charge and spin ... 461.9 kJ/mol



(2)
Density functional theory data (wB97M-V/def2-TZVPD) for 2 unconnected molecules or ions with the total composition C17H28ClNO2 in a non-equilibrium geometry.

```
49
Properties=species:S:1:pos:R:3
C -5.94 -1.64 -2.35
O -5.64 -1.76 -1.05
C -4.90 -0.59 -0.53
C -4.87 -0.93 0.98
C -4.21 0.10 1.56
N -2.93 0.48 1.36
H -2.94 0.68 0.49
C -1.93 -0.46 1.47
C -0.54 0.06 1.28
C -0.12 0.16 -0.12
O 1.13 0.76 -0.31
C 2.09 -0.26 -0.27
C 1.97 -1.89 -0.09
C 3.00 -2.53 0.19
C 4.27 -2.17 -0.03
C 4.47 -0.84 0.04
C 3.56 -0.04 -0.17
C 3.79 1.55 -0.35
C 5.44 2.00 -0.52
H 5.45 3.01 -0.48
H 5.78 1.37 -1.36
H 5.68 1.71 0.65
C 3.21 2.53 0.77
H 2.07 2.36 0.90
H 3.46 3.64 0.35
H 3.69 2.09 1.66
C 3.26 1.87 -1.78
H 2.21 2.10 -1.83
H 3.41 3.07 -1.84
H 3.72 1.43 -2.52
H 5.58 -0.39 -0.17
Cl 5.57 -3.29 0.15
H 2.80 -3.63 0.32
H 0.92 -2.21 0.04
H -0.45 -0.76 -0.68
H -0.68 1.25 -0.49
H -0.34 0.99 1.71
H 0.22 -0.66 2.08
H -2.05 -0.70 2.67
H -2.18 -1.26 1.09
H -4.74 1.11 1.70
H -4.36 0.15 3.03
H -4.48 -1.87 1.21
H -5.98 -1.16 1.44
H -5.67 0.33 -0.78
H -3.91 -0.71 -0.99
H -6.46 -0.84 -2.64
H -4.90 -1.78 -2.93
H -6.54 -2.42 -2.84
```

Computed properties:
E_tot ... -36176.03258 eV
HOMO energy ... -8.05 eV
ΔE to the lowest compared entry with this formula, charge and spin ... 1388.7 kJ/mol



(3)
Density functional theory data (wB97M-V/def2-TZVPD) for a molecular structure, C36H32ClOP2Sm in a non-equilibrium geometry.

```
73
Properties=species:S:1:pos:R:3
Sm -1.28 0.82 0.54
Cl 0.83 -0.67 0.40
P -0.29 1.58 -2.08
C -0.26 3.32 -1.61
C -1.21 4.21 -2.16
C -1.23 5.55 -1.78
C -0.32 6.00 -0.82
C 0.62 5.14 -0.24
C 0.65 3.79 -0.61
C 1.27 1.22 -2.88
C 1.62 -0.13 -3.06
C 2.90 -0.43 -3.52
C 3.83 0.61 -3.73
C 3.49 1.94 -3.49
C 2.21 2.25 -3.04
C -1.47 1.21 -3.37
C -2.61 0.41 -3.16
C -3.41 0.09 -4.25
C -3.08 0.60 -5.52
C -1.97 1.41 -5.72
C -1.15 1.72 -4.65
H 0.96 -0.93 -2.73
H 3.22 -1.47 -3.64
H 4.87 0.36 -3.98
H 4.23 2.73 -3.57
H 1.97 3.26 -2.73
H -1.94 3.80 -2.87
H -1.98 6.22 -2.23
H -0.38 7.03 -0.49
H 1.32 5.51 0.51
H 1.40 3.12 -0.19
H -2.88 0.07 -2.14
H -4.29 -0.55 -4.11
H -3.71 0.35 -6.37
H -1.72 1.83 -6.70
H -0.25 2.34 -4.76
H -3.56 3.36 -0.61
H -3.72 2.73 -1.01
O -2.20 0.06 2.39
P -1.44 -1.10 3.15
C -1.67 -2.49 1.94
C -1.19 -3.78 2.26
C -1.11 -4.75 1.25
C -1.38 -4.42 -0.08
C -1.86 -3.14 -0.40
C -2.18 -2.25 0.65
C 0.10 -0.22 3.65
C 1.06 -0.87 4.45
C 2.33 -0.29 4.57
C 2.68 0.86 3.86
C 1.72 1.54 3.11
C 0.38 1.08 3.16
C -2.15 -1.74 4.71
C -3.38 -1.21 5.19
C -3.94 -1.69 6.38
C -3.33 -2.69 7.14
C -2.12 -3.22 6.68
C -1.54 -2.77 5.48
H -0.93 -4.03 3.31
H -0.79 -5.75 1.51
H -1.14 -5.15 -0.87
H -1.93 -2.82 -1.44
H -2.89 -1.43 0.40
H 0.79 -1.79 5.01
H 3.06 -0.78 5.21
H 3.73 1.18 3.84
H 1.98 2.38 2.46
H -0.40 1.82 2.89
H -3.87 -0.44 4.60
H -4.89 -1.27 6.72
H -3.78 -3.04 8.07
H -1.63 -4.00 7.27
H -0.62 -3.24 5.17
```

Computed properties:
⟨S²⟩ ... 8.79
E_tot ... -88889.60135 eV
HOMO energy (spin up / spin down) ... -13.63 / -13.60 eV
2S+1 ... 6
Charge ... +2
ΔE to the lowest compared entry with this formula, charge and spin ... 15.5 kJ/mol



(4)
Density functional theory data (wB97M-V/def2-TZVPD) for 2 unconnected molecules or ions with the total composition C3H10N3S in a non-equilibrium geometry.

```
17
Properties=species:S:1:pos:R:3
C -1.81 0.51 -0.14
C 2.31 0.09 0.02
C 0.83 0.25 0.50
N -1.90 1.80 -0.23
N 0.01 -0.35 -0.47
N -0.21 -1.63 -0.35
S -2.95 -0.61 0.23
H 2.65 -0.94 0.09
H 2.43 0.49 -1.01
H 3.12 0.71 0.44
H 0.91 -0.14 1.52
H 0.74 1.24 0.42
H -1.04 2.38 0.01
H -2.83 2.19 -0.54
H 0.02 -2.33 0.42
H -1.78 -1.61 0.32
H -0.51 -2.05 -1.23
```

Computed properties:
⟨S²⟩ ... 2.01
E_tot ... -18565.34247 eV
HOMO energy (spin up / spin down) ... -10.66 / -14.42 eV
2S+1 ... 3
Charge ... +1
ΔE to the lowest compared entry with this formula, charge and spin ... 357.9 kJ/mol